Record 1
The following is a DFT calculation (ωB97M-V/def2-TZVPD) of C10H14Cl3Ge2O5ScSe as an isolated structure.

Last column: natural (NBO) charge in e.
Cartesian coordinates (Å):
Sc: 1.05151 0.42864 -2.10101  1.34
O: -3.86849 1.15016 -5.36410  -0.35
C: -2.99566 0.97414 -4.58289  0.39
C: -2.26216 2.06992 -3.75461  0.37
O: -2.57573 3.22088 -3.68412  -0.36
C: -1.15664 1.35427 -3.07901  0.30
C: -1.18093 -0.03912 -3.35359  0.31
O: -0.30104 -0.80126 -2.82079  -0.60
C: -2.32455 -0.39186 -4.23409  0.37
O: -2.71326 -1.46390 -4.58626  -0.35
O: -0.25726 1.82275 -2.28756  -0.61
C: 1.20101 -0.28899 4.86848  -1.07
Ge: 0.84708 -1.08405 3.10578  1.59
C: -0.79030 -2.17467 3.12413  -1.09
C: 2.37469 -1.96351 2.22459  -1.08
C: 0.55468 0.45866 1.79045  -0.98
Se: -0.14425 -0.31785 0.14853  0.37
C: -1.92173 0.47432 0.19897  -0.75
H: 1.39644 -1.08038 5.59170  0.25
H: 0.32490 0.26761 5.19805  0.24
H: 2.06212 0.37588 4.83754  0.24
H: -0.62800 -3.07819 3.71123  0.25
H: -1.07568 -2.46843 2.11668  0.23
H: -1.60868 -1.62214 3.58637  0.24
H: 2.53174 -2.97895 2.58366  0.25
H: 3.28702 -1.39307 2.39567  0.24
H: 2.17874 -2.00360 1.15149  0.21
H: 1.52083 0.90968 1.58039  0.24
H: -0.13792 1.22365 2.13163  0.25
H: -2.36670 0.21472 1.15527  0.25
H: -2.51482 0.04447 -0.60539  0.23
H: -1.83850 1.55241 0.09071  0.24
Cl: 5.19152 1.88586 -3.20551  -0.44
Ge: 3.20848 2.61437 -2.96168  1.03
Cl: 2.76938 1.36144 -0.81454  -0.38
Cl: 2.16218 0.74613 -4.15617  -0.38

Computed properties:
LUMO level (spin up / spin down)	-5.06 / -7.39	eV
<S²>	0.763
total charge	+1
2S+1	2
highest occupied orbital energy (spin up / spin down)	-12.629 / -12.643	eV
HOMO-LUMO gap (spin up / spin down)	7.57 / 5.26	eV

=====

Record 2
The following is a DFT calculation (ωB97M-V/def2-TZVPD) of C29H54BeCaCl2F2MgN2O5 as an isolated structure.

Last column: Löwdin charge in e.
Cartesian coordinates (Å):
C: 0.93911 0.65950 1.69329  -0.17
O: 0.88886 -0.26959 0.60115  -0.23
C: 2.08970 -0.20300 -0.22875  -0.19
C: 1.78636 -0.10943 -1.81035  -0.14
C: 1.21979 1.33027 -2.27448  -0.21
C: 2.34636 2.30146 -2.86065  -0.19
C: 3.62430 2.49449 -1.90931  -0.19
C: 3.55759 3.75813 -0.92906  -0.20
C: 2.11582 4.04626 -0.27198  -0.20
C: 1.27518 5.20654 -1.05134  -0.19
C: -0.14829 5.53330 -0.32447  -0.18
C: -1.40735 5.30031 -1.34710  -0.15
C: -2.63087 4.47599 -0.63900  -0.20
C: -2.80981 3.03033 -1.34507  -0.21
C: -2.06345 1.88962 -0.45416  -0.19
C: -3.27219 0.93850 0.08578  -0.12
C: -4.21691 1.07763 -1.23804  -0.30
O: -4.79061 0.19805 -1.89480  0.14
O: -4.17774 2.49609 -1.46336  -0.03
H: 1.99534 0.85321 2.13253  0.11
H: 0.41729 1.66130 1.43590  0.07
H: 0.32307 0.16334 2.56697  0.03
H: 2.64257 -1.21088 -0.08054  0.14
H: 2.80173 0.59989 0.16374  0.12
H: 0.98436 -0.91959 -2.02004  0.12
H: 2.69888 -0.34335 -2.46559  0.12
H: 0.49538 1.10443 -3.15072  0.11
H: 0.55133 1.81072 -1.46350  0.08
H: 1.93100 3.32038 -3.21218  0.10
H: 2.73761 1.79658 -3.82963  0.12
H: 4.52485 2.68352 -2.61624  0.12
H: 3.89320 1.50315 -1.36292  0.08
H: 4.28297 3.54760 -0.04824  0.10
H: 3.94998 4.70327 -1.43568  0.12
H: 2.32518 4.50172 0.77604  0.11
H: 1.48200 3.11028 -0.07508  0.07
H: 1.87908 6.19211 -1.11682  0.12
H: 1.01897 4.92231 -2.12723  0.09
H: -0.30482 4.95347 0.64926  0.09
H: -0.18681 6.66489 -0.07707  0.11
H: -1.84420 6.30483 -1.71637  0.12
H: -1.11427 4.68284 -2.26624  0.11
H: -3.60967 5.09580 -0.70327  -0.16
H: -2.37727 4.31023 0.47521  0.10
H: -2.40850 2.91325 -2.42263  0.18
H: -1.35661 2.34719 0.34246  0.08
H: -1.56281 1.15983 -1.22514  0.04
H: -2.75898 -0.09530 0.21441  0.09
H: -3.73054 1.30909 1.07858  0.10
Mg: -1.46650 0.50244 1.81818  1.10
F: 3.60185 0.20378 3.11040  -0.67
F: -1.49961 0.04450 -2.20919  -0.49
Cl: -4.37699 -5.25747 -3.76425  0.60
C: -3.98028 -3.60357 -3.23109  -0.64
C: -4.82694 -2.55857 -3.92943  -0.67
Cl: -4.42986 -2.41860 -5.65989  0.55
H: -2.91544 -3.43858 -3.40408  0.07
H: -4.16096 -3.56709 -2.15446  0.07
H: -4.64588 -1.57800 -3.48348  0.04
H: -5.89237 -2.77995 -3.84340  0.07
C: 7.83953 3.49890 1.28470  -0.04
C: 7.78935 2.93613 -0.15930  -0.38
O: 6.63080 3.30053 -0.67401  0.03
H: 7.03429 3.09702 1.90625  0.09
H: 8.78794 3.21983 1.75398  0.09
H: 7.77456 4.59050 1.29826  0.08
H: 7.99945 1.85750 -0.05633  0.14
H: 8.71261 3.29698 -0.64328  0.11
Be: -4.94466 5.78770 0.02401  0.46
C: -1.60232 -3.79559 7.33929  -0.09
C: -2.05550 -3.50197 5.91263  -0.24
C: -0.89232 -3.14124 4.97886  -0.13
C: -0.19871 -1.90116 5.48320  -0.15
N: 0.36266 -0.90555 5.88080  0.05
H: -1.13358 -2.91902 7.79685  -0.02
H: -2.45664 -4.07229 7.96127  0.10
H: -0.88353 -4.61922 7.36345  0.11
H: -2.78247 -2.68179 5.93053  0.11
H: -2.57254 -4.38044 5.51821  0.14
H: -1.26506 -2.95410 3.96803  0.13
H: -0.16954 -3.96116 4.92688  0.15
N: -4.44538 -9.67632 -0.34006  0.00
C: -3.77072 -8.75510 -1.09669  -0.13
C: -4.68955 -7.86312 -1.59956  -0.12
C: -5.96307 -8.25788 -1.12385  -0.10
C: -5.78176 -9.37826 -0.34664  -0.13
H: -4.02423 -10.45175 0.14585  0.15
H: -2.69903 -8.81392 -1.21366  0.11
H: -4.46767 -7.01920 -2.23869  -0.01
H: -6.90869 -7.77668 -1.32631  0.10
H: -6.48694 -9.98724 0.19883  0.11
C: 5.70178 -0.71262 -1.74401  -0.25
O: 4.80650 -0.36509 -0.83855  -0.07
H: 5.34991 -1.33057 -2.59034  0.09
H: 6.21655 0.11227 -2.28352  0.13
H: 6.57007 -1.30287 -1.39189  0.10
Ca: -0.79525 -0.52265 7.98724  1.60

Computed properties:
LUMO level	-9.57	eV
total charge	+2
highest occupied orbital energy	-10.689	eV
HOMO-LUMO gap	1.12	eV

=====

Record 3
The following is a DFT calculation (ωB97M-V/def2-TZVPD) of C9H19Be2FNO as an isolated structure.

Last column: natural (NBO) charge in e.
Cartesian coordinates (Å):
Be: -5.12020 4.71540 19.58243  0.95
Be: -3.95771 3.99653 23.37274  1.37
F: -4.05740 5.78578 21.61782  -0.83
C: -6.67559 6.22905 26.47728  -0.64
C: -6.04201 5.99170 25.11373  0.11
C: -6.41087 7.11805 24.11642  -0.40
C: -5.61709 8.34472 24.52214  -0.41
C: -4.07924 8.11741 24.58346  -0.41
C: -3.60444 6.88903 25.43470  0.11
N: -4.58258 5.75051 25.25470  -0.08
O: -4.12553 4.52204 25.98097  -0.58
C: -2.27709 6.39314 24.82141  -0.66
C: -3.38373 7.43432 26.93210  -0.62
C: -6.65918 4.72635 24.39629  -0.71
H: -6.70186 5.27931 27.01153  0.23
H: -6.10715 6.96671 27.04371  0.23
H: -7.69385 6.60130 26.36464  0.26
H: -6.01148 6.79795 23.15407  0.21
H: -7.49766 7.10179 24.03427  0.25
H: -5.78687 9.04563 23.70484  0.25
H: -5.99187 8.67008 25.49260  0.21
H: -3.58690 8.98825 25.01631  0.25
H: -3.75437 7.87871 23.57076  0.23
H: -2.21581 6.10433 23.77216  0.22
H: -1.79481 5.57609 25.35801  0.23
H: -1.50078 7.14664 24.95444  0.27
H: -3.05984 6.70394 27.67355  0.23
H: -4.35712 7.85935 27.17697  0.22
H: -2.65882 8.24763 26.89864  0.26
H: -7.74870 4.72206 24.42800  0.29
H: -6.68426 4.68221 23.30747  0.23
H: -6.43153 3.74477 24.81198  0.24
H: -4.10321 4.87189 26.87468  0.49

Computed properties:
LUMO level (spin up / spin down)	-11.47 / -11.48	eV
<S²>	0.753
total charge	+2
2S+1	2
highest occupied orbital energy (spin up / spin down)	-16.648 / -16.723	eV
HOMO-LUMO gap (spin up / spin down)	5.18 / 5.25	eV

=====

Going through the records in order, we get strongest force on any atom values of 2.4, 5.8, 3.9 eV/Å.